1.
{"formula": "C20H28O5", "method": "the ωB97M-V functional and the def2-TZVPD basis", "elements": ["C", "C", "C", "C", "C", "C", "C", "C", "C", "C", "O", "C", "C", "C", "C", "C", "O", "O", "C", "C", "C", "O", "O", "C", "C", "H", "H", "H", "H", "H", "H", "H", "H", "H", "H", "H", "H", "H", "H", "H", "H", "H", "H", "H", "H", "H", "H", "H", "H", "H", "H", "H", "H"], "coordinates": [[-2.299, -2.872, -2.237], [-2.146, -1.797, -1.489], [-2.722, -0.450, -1.808], [-3.676, -0.041, -0.718], [-5.033, -0.270, -0.835], [-5.927, 0.060, 0.178], [-7.393, -0.202, 0.007], [-5.421, 0.629, 1.334], [-4.063, 0.868, 1.480], [-3.182, 0.538, 0.461], [-1.833, 0.744, 0.502], [-1.249, 1.266, 1.671], [0.251, 1.396, 1.420], [0.879, 0.040, 1.108], [2.382, 0.156, 0.856], [3.024, -1.230, 0.810], [2.592, -2.200, 1.367], [4.135, -1.206, 0.076], [4.861, -2.433, -0.053], [5.773, -2.668, 1.143], [2.677, 0.865, -0.456], [2.119, 0.646, -1.496], [3.645, 1.767, -0.301], [4.058, 2.469, -1.477], [5.133, 3.465, -1.087], [-1.872, -3.822, -1.965], [-2.850, -2.845, -3.164], [-1.591, -1.847, -0.562], [-3.240, -0.483, -2.768], [-1.908, 0.277, -1.861], [-5.409, -0.721, -1.743], [-7.949, 0.105, 0.890], [-7.572, -1.263, -0.165], [-7.779, 0.344, -0.853], [-6.089, 0.893, 2.141], [-3.707, 1.311, 2.397], [-1.673, 2.253, 1.906], [-1.433, 0.593, 2.521], [0.716, 1.838, 2.304], [0.404, 2.067, 0.574], [0.408, -0.371, 0.215], [0.716, -0.654, 1.935], [2.874, 0.711, 1.662], [4.146, -3.256, -0.154], [5.436, -2.324, -0.974], [5.178, -2.788, 2.045], [6.356, -3.570, 0.983], [6.448, -1.826, 1.273], [3.186, 2.970, -1.912], [4.430, 1.741, -2.206], [4.743, 4.173, -0.361], [5.466, 4.006, -1.968], [5.980, 2.946, -0.647]], "lowdin_charge": [0.004, -0.170, -0.143, -0.150, 0.006, -0.284, -0.056, -0.048, -0.012, -0.218, -0.056, -0.204, -0.146, -0.138, -0.113, -0.449, 0.136, 0.007, -0.200, -0.059, -0.484, 0.144, 0.010, -0.216, -0.064, 0.048, 0.053, 0.101, 0.116, 0.120, 0.125, 0.071, 0.080, 0.079, 0.108, 0.102, 0.130, 0.136, 0.124, 0.124, 0.120, 0.129, 0.167, 0.125, 0.125, 0.075, 0.078, 0.078, 0.129, 0.131, 0.077, 0.077, 0.077], "e_tot_ev": -31432.0941, "mol_weight_g_mol": 348.4, "lumo_energy_ev": 0.76, "smiles": "C=CCc1cc(C)ccc1OCCCC(C(=O)OCC)C(=O)OCC"}

***

2.
{"formula": "C7H38N14O12", "method": "the ωB97M-V functional and the def2-TZVPD basis", "elements": ["N", "C", "N", "O", "H", "H", "H", "H", "N", "C", "N", "O", "H", "H", "H", "H", "N", "C", "N", "O", "H", "H", "H", "H", "N", "C", "N", "O", "H", "H", "H", "H", "N", "C", "N", "O", "H", "H", "H", "H", "N", "C", "N", "O", "H", "H", "H", "H", "N", "C", "N", "O", "H", "H", "H", "H", "O", "H", "H", "O", "H", "H", "O", "H", "H", "O", "H", "H", "O", "H", "H"], "coordinates": [[-5.274, -18.123, -6.767], [-6.325, -17.772, -6.004], [-7.360, -17.092, -6.591], [-6.351, -17.952, -4.763], [-4.549, -18.702, -6.396], [-5.166, -17.702, -7.679], [-7.514, -17.105, -7.578], [-8.044, -16.774, -5.973], [-0.827, -14.451, -4.756], [-1.444, -14.365, -3.583], [-0.603, -14.172, -2.531], [-2.656, -14.559, -3.483], [-1.417, -14.705, -5.507], [0.194, -14.847, -4.722], [0.351, -14.320, -2.644], [-1.015, -14.508, -1.654], [-4.192, -16.475, 1.524], [-3.647, -16.283, 2.806], [-4.426, -16.652, 3.945], [-2.532, -15.870, 2.960], [-3.551, -16.635, 0.746], [-4.911, -17.202, 1.514], [-4.068, -16.505, 4.922], [-5.318, -17.037, 3.771], [-1.911, -19.121, 1.964], [-0.729, -18.757, 1.522], [-0.182, -17.757, 2.324], [-0.179, -19.192, 0.480], [-2.372, -19.896, 1.528], [-2.054, -19.040, 2.962], [-0.946, -17.114, 2.646], [0.502, -17.217, 1.832], [2.627, -17.617, -2.658], [1.648, -16.779, -3.091], [0.297, -17.119, -2.908], [1.889, -15.723, -3.659], [2.484, -18.285, -1.972], [3.495, -17.065, -2.682], [0.112, -18.152, -2.821], [-0.284, -16.728, -3.634], [-4.901, -19.654, -2.642], [-4.679, -18.677, -1.793], [-5.157, -17.493, -2.110], [-3.954, -18.840, -0.761], [-4.667, -20.591, -2.427], [-5.487, -19.377, -3.420], [-5.673, -17.242, -2.996], [-4.869, -16.638, -1.619], [-2.077, -20.328, -4.508], [-2.463, -19.161, -5.158], [-2.779, -18.232, -4.271], [-2.356, -19.013, -6.390], [-1.893, -20.367, -3.514], [-1.645, -21.012, -5.111], [-2.502, -18.484, -3.317], [-3.423, -17.455, -4.360], [-2.555, -13.870, 0.646], [-2.733, -14.120, 1.554], [-2.528, -14.793, 0.345], [-1.482, -20.096, -1.682], [-2.350, -19.880, -1.312], [-0.826, -19.806, -1.046], [-1.807, -16.539, -0.626], [-0.850, -16.472, -0.528], [-1.901, -17.499, -0.477], [-4.730, -14.856, -1.494], [-4.663, -14.321, -0.712], [-4.066, -14.415, -2.100], [0.498, -22.654, -2.374], [0.338, -21.737, -2.185], [-0.145, -22.875, -3.078]], "lowdin_charge": [0.190, -0.614, 0.167, -0.039, 0.065, 0.116, 0.098, 0.086, 0.155, -0.704, 0.185, 0.003, 0.092, 0.134, 0.049, 0.091, 0.165, -0.624, 0.137, 0.011, 0.053, 0.100, 0.131, 0.063, 0.195, -0.647, 0.152, -0.019, 0.119, 0.124, 0.080, 0.091, 0.179, -0.639, 0.155, 0.005, 0.074, 0.129, 0.110, 0.069, 0.188, -0.703, 0.185, -0.073, 0.110, 0.083, 0.109, 0.060, 0.148, -0.679, 0.180, -0.016, 0.034, 0.097, 0.082, 0.110, -0.061, 0.005, -0.021, -0.080, 0.005, -0.015, -0.059, 0.040, 0.019, -0.082, 0.021, 0.047, -0.058, -0.009, 0.044], "e_tot_ev": -53315.6320, "mol_weight_g_mol": 510.5, "lumo_energy_ev": 0.30, "smiles": "NC(N)=O.NC(N)=O.NC(N)=O.NC(N)=O.NC(N)=O.NC(N)=O.NC(N)=O.O.O.O.O.O"}

***

3.
{"formula": "C24H58P2Si4SnTe", "method": "the ωB97M-V functional and the def2-TZVPD basis", "elements": ["P", "P", "C", "C", "H", "H", "H", "H", "C", "H", "H", "H", "C", "H", "H", "H", "C", "H", "H", "H", "C", "H", "H", "H", "Sn", "C", "C", "C", "C", "C", "C", "C", "C", "C", "H", "H", "H", "H", "H", "H", "H", "H", "H", "H", "H", "H", "H", "H", "H", "C", "Si", "C", "C", "Si", "Te", "Si", "C", "C", "C", "Si", "C", "C", "C", "H", "H", "H", "H", "H", "H", "H", "H", "H", "H", "H", "H", "H", "H", "H", "H", "H", "H", "H", "H", "H", "H", "H", "H", "H", "H", "H"], "coordinates": [[-1.389, -3.641, -3.492], [-0.739, 2.984, -0.118], [0.141, 1.108, -2.118], [0.534, 2.360, -1.338], [0.083, 0.209, -1.485], [-0.819, 1.250, -2.641], [1.466, 2.186, -0.779], [0.771, 3.205, -2.008], [-2.043, 3.828, -1.052], [-2.600, 4.483, -0.363], [-2.745, 3.134, -1.532], [-1.553, 4.456, -1.811], [0.116, 4.334, 0.721], [0.381, 5.096, -0.029], [1.054, 3.962, 1.168], [-0.538, 4.757, 1.510], [-2.440, -4.618, -4.657], [-2.786, -5.486, -4.080], [-1.875, -4.981, -5.528], [-3.332, -4.050, -4.963], [-0.193, -5.019, -3.294], [-0.005, -5.532, -4.243], [-0.698, -5.713, -2.614], [0.747, -4.693, -2.835], [1.463, 0.329, -3.827], [1.131, 0.895, -5.895], [-0.081, 1.064, -5.145], [-1.346, 0.212, -5.215], [-1.241, -1.311, -5.448], [-0.257, -2.181, -4.674], [1.139, -1.645, -4.535], [1.810, -1.575, -5.942], [1.397, -0.321, -6.766], [2.895, -0.258, -2.297], [1.680, 1.803, -6.178], [-0.289, 2.066, -4.735], [-1.951, 0.601, -6.058], [-1.939, 0.410, -4.309], [-2.265, -1.709, -5.289], [-1.028, -1.451, -6.526], [-0.194, -3.098, -5.309], [1.741, -2.210, -3.810], [1.546, -2.453, -6.543], [2.904, -1.585, -5.830], [2.206, -0.019, -7.456], [0.563, -0.595, -7.431], [3.097, 0.555, -1.588], [3.805, -0.536, -2.838], [2.459, -1.123, -1.767], [2.329, 0.960, 2.555], [1.210, 1.682, 3.887], [1.756, 1.255, 5.629], [1.146, 3.555, 3.861], [-0.920, 0.875, 3.422], [-1.782, 1.041, 1.063], [-0.898, -1.319, 4.224], [-0.935, -1.265, 6.110], [-2.408, -2.235, 3.588], [0.678, -2.152, 3.631], [-2.522, 1.981, 4.712], [-1.855, 2.249, 6.457], [-2.868, 3.635, 3.889], [-4.096, 0.947, 4.786], [3.286, 1.501, 2.597], [1.918, 1.073, 1.541], [2.529, -0.108, 2.713], [2.776, 1.659, 5.719], [1.124, 1.748, 6.380], [1.784, 0.179, 5.834], [0.689, 3.884, 2.931], [0.578, 4.002, 4.688], [2.174, 3.947, 3.901], [-1.851, -0.807, 6.504], [-0.906, -2.312, 6.447], [-0.074, -0.742, 6.545], [-2.619, -2.004, 2.536], [-2.193, -3.311, 3.669], [-3.305, -2.013, 4.181], [0.663, -2.288, 2.541], [1.593, -1.609, 3.898], [0.720, -3.146, 4.102], [-0.916, 2.818, 6.470], [-2.619, 2.837, 6.989], [-1.700, 1.314, 7.011], [-2.991, 3.548, 2.801], [-3.808, 4.018, 4.313], [-2.071, 4.363, 4.093], [-4.476, 0.708, 3.783], [-3.970, 0.007, 5.341], [-4.854, 1.553, 5.305]], "lowdin_charge": [0.883, 0.574, -0.313, -0.409, 0.039, 0.029, 0.072, 0.095, -0.244, 0.071, 0.056, 0.066, -0.231, 0.080, 0.049, 0.072, -0.333, 0.050, 0.048, 0.032, -0.346, 0.043, 0.040, 0.030, 1.378, -0.212, -0.206, -0.136, -0.219, -0.394, -0.384, -0.182, -0.164, -0.159, 0.135, 0.129, 0.158, 0.117, 0.107, 0.112, 0.069, 0.084, 0.127, 0.119, 0.131, 0.126, 0.010, 0.017, 0.045, -0.211, 0.333, -0.189, -0.208, 0.105, 0.752, 0.332, -0.188, -0.211, -0.215, 0.313, -0.194, -0.227, -0.207, 0.041, 0.002, 0.021, 0.051, 0.033, 0.022, -0.041, 0.043, 0.052, 0.021, 0.051, 0.022, 0.018, 0.042, 0.030, 0.038, 0.010, 0.045, 0.019, 0.047, 0.022, -0.009, 0.042, 0.028, 0.034, 0.023, 0.043], "charge": 2, "e_tot_ev": -89025.7989, "mol_weight_g_mol": 767.3, "lumo_energy_ev": -7.26}

***

4.
{"formula": "C23H17BrClN5O9SSc", "method": "the ωB97M-V functional and the def2-TZVPD basis", "elements": ["Sc", "O", "C", "O", "C", "C", "C", "C", "C", "N", "C", "O", "O", "H", "H", "H", "H", "C", "C", "C", "C", "C", "Br", "N", "C", "H", "H", "H", "H", "H", "H", "C", "S", "O", "O", "O", "H", "H", "H", "Cl", "C", "C", "C", "C", "C", "C", "C", "O", "O", "H", "H", "H", "H", "N", "C", "N", "C", "N"], "coordinates": [[-0.996, 0.697, -0.270], [-0.887, 4.450, -2.713], [-0.738, 3.257, -2.219], [-0.814, 2.966, -1.037], [-0.470, 2.150, -3.185], [-0.258, 2.276, -4.542], [-0.039, 1.109, -5.270], [-0.057, -0.115, -4.623], [-0.282, -0.136, -3.252], [-0.474, 0.975, -2.565], [-0.368, -1.401, -2.411], [-0.352, -2.481, -2.978], [-0.494, -1.152, -1.163], [-1.207, 5.084, -1.982], [-0.267, 3.253, -5.004], [0.135, 1.161, -6.337], [0.088, -1.054, -5.138], [5.105, -0.582, 1.910], [3.924, -1.472, 2.164], [3.600, -1.931, 3.437], [2.467, -2.699, 3.632], [1.702, -2.985, 2.512], [0.110, -4.011, 2.732], [1.980, -2.588, 1.297], [3.069, -1.836, 1.132], [5.729, -0.497, 2.800], [4.759, 0.415, 1.626], [5.722, -0.967, 1.097], [4.224, -1.666, 4.283], [2.174, -3.049, 4.611], [3.258, -1.496, 0.119], [-3.549, -2.124, -0.911], [-3.479, -0.551, -0.115], [-3.024, 0.429, -1.146], [-4.767, -0.290, 0.454], [-2.348, -0.630, 0.846], [-4.283, -2.061, -1.712], [-3.867, -2.846, -0.162], [-2.560, -2.372, -1.287], [0.698, -0.363, 7.124], [0.966, 0.082, 5.457], [2.062, 0.868, 5.138], [2.284, 1.194, 3.812], [1.420, 0.751, 2.815], [0.320, -0.022, 3.162], [0.089, -0.366, 4.487], [1.734, 1.115, 1.381], [2.821, 1.588, 1.098], [0.796, 0.875, 0.524], [2.727, 1.211, 5.920], [3.136, 1.796, 3.523], [-0.363, -0.382, 2.405], [-0.759, -0.980, 4.756], [-1.825, 2.118, 1.311], [-2.115, 3.244, 1.284], [-2.435, 4.499, 1.289], [-2.141, 5.199, 0.230], [-1.891, 5.866, -0.691]], "lowdin_charge": [1.042, 0.137, -0.431, 0.035, -0.146, 0.023, -0.030, 0.029, -0.135, 0.127, -0.583, 0.065, -0.102, 0.056, 0.121, 0.109, 0.122, -0.043, -0.260, -0.036, -0.118, -0.770, 0.707, 0.073, -0.093, 0.074, 0.065, 0.079, 0.116, 0.100, 0.130, -0.115, 0.453, -0.380, -0.286, -0.395, 0.073, 0.074, 0.051, 0.634, -0.668, -0.109, -0.020, -0.121, -0.012, -0.096, -0.553, 0.052, -0.116, 0.100, 0.121, 0.099, 0.110, 0.116, -0.311, 0.089, -0.356, 0.105], "charge": -1, "e_tot_ev": -164116.5802, "mol_weight_g_mol": 699.8, "lumo_energy_ev": 1.72}

***

5.
{"formula": "C25H26ClMnN2O3S2", "method": "the ωB97M-V functional and the def2-TZVPD basis", "elements": ["Mn", "C", "N", "C", "C", "N", "C", "C", "C", "C", "C", "C", "C", "S", "C", "C", "C", "C", "C", "C", "S", "H", "H", "H", "H", "H", "H", "H", "H", "H", "H", "H", "H", "H", "H", "H", "H", "H", "H", "C", "C", "C", "C", "Cl", "C", "C", "C", "O", "C", "C", "O", "O", "H", "H", "H", "H", "H", "H", "H", "H"], "coordinates": [[-0.144, -0.512, -0.326], [-2.591, 1.294, 0.372], [-1.642, 1.112, -0.762], [-0.929, 2.377, -1.009], [-0.137, 2.780, 0.224], [0.728, 1.698, 0.758], [0.677, 1.724, 2.231], [2.090, 1.851, 0.271], [3.000, 2.661, 0.943], [4.307, 2.792, 0.503], [4.722, 2.112, -0.633], [3.819, 1.331, -1.330], [2.494, 1.205, -0.905], [1.398, 0.259, -1.894], [-2.455, 0.676, -1.901], [-3.082, 1.560, -2.766], [-3.956, 1.087, -3.734], [-4.225, -0.270, -3.825], [-3.622, -1.155, -2.946], [-2.734, -0.690, -1.978], [-2.022, -1.805, -0.828], [-3.150, 2.226, 0.243], [-2.063, 1.324, 1.324], [-3.294, 0.466, 0.386], [-1.631, 3.186, -1.229], [-0.269, 2.238, -1.859], [-0.829, 3.083, 1.011], [0.465, 3.658, -0.025], [0.792, 2.737, 2.631], [1.469, 1.099, 2.630], [-0.280, 1.330, 2.572], [2.691, 3.214, 1.820], [4.997, 3.423, 1.047], [5.743, 2.194, -0.980], [4.120, 0.801, -2.224], [-2.904, 2.624, -2.704], [-4.438, 1.791, -4.399], [-4.912, -0.638, -4.575], [-3.832, -2.215, -2.985], [1.561, -1.824, 5.123], [0.182, -1.885, 4.518], [-0.860, -2.361, 5.311], [-2.172, -2.357, 4.877], [-3.424, -2.967, 5.906], [-2.490, -1.848, 3.629], [-1.461, -1.407, 2.823], [-0.131, -1.451, 3.227], [0.792, -0.964, 2.320], [1.900, -1.814, 1.997], [1.608, -2.648, 0.733], [2.152, -3.716, 0.593], [0.813, -2.067, -0.105], [1.477, -1.639, 6.193], [2.161, -1.030, 4.683], [2.095, -2.769, 4.999], [-0.630, -2.718, 6.307], [-3.516, -1.814, 3.290], [-1.671, -1.024, 1.832], [2.144, -2.499, 2.799], [2.752, -1.167, 1.787]], "mulliken_spin": [4.083, 0.034, -0.071, -0.011, 0.043, -0.045, 0.035, 0.038, 0.005, -0.001, 0.002, -0.006, -0.012, -0.048, 0.016, -0.009, 0.006, -0.003, 0.021, -0.008, -0.072, -0.002, -0.018, 0.002, -0.002, -0.013, -0.001, 0.003, 0.005, 0.003, -0.010, 0.000, 0.000, 0.000, 0.001, 0.001, 0.000, 0.000, 0.002, 0.001, 0.002, 0.000, 0.001, 0.000, 0.006, 0.028, -0.051, -0.002, 0.022, 0.011, 0.008, -0.002, 0.000, 0.000, 0.000, 0.000, 0.001, 0.014, -0.002, -0.006], "spin_multiplicity": 5, "e_tot_ev": -100983.9801, "mol_weight_g_mol": 557.0, "lumo_energy_ev": [-1.83, 0.17], "s_squared": 6.13}